Entry 1:
DFT (the ωB97M-V functional and the def2-TZVPD basis) results for one molecule with the formula C3H9N3O in a non-equilibrium geometry.

LUMO in eV: 0.99
HOMO-LUMO gap in hartree: 0.34818
SMILES string: CC/C(=N/O)NN
HOMO level in eV: -8.5

CARTESIAN COORDINATES (ANGSTROEM)
C -2.3994 0.1244 0.6950
C -1.6086 -0.0834 -0.6565
C -0.1583 0.0314 -0.4695
H -3.0845 -0.7181 0.7693
H -2.7566 1.1677 0.9341
H -1.7853 -0.0296 1.5938
H -1.9106 -1.1236 -1.0315
H -1.8421 0.7082 -1.3691
H 0.0302 -1.9620 -0.3394
H 1.4368 -0.6403 1.1694
H 2.3942 -0.7253 -0.0368
H 2.0075 2.0699 -0.1028
N 0.4765 -1.1428 -0.2961
N 1.6646 -1.3036 0.4133
N 0.2829 1.1840 -0.1030
O 1.6925 1.2069 0.1125

Atoms 1-6, force components in eV/Å:
0.9 0.2 0.5
-1.7 -0.3 0.2
0.7 -0.2 2.3
-0.9 0.7 0.0
-0.3 -1.3 -1.0
0.5 -0.2 -0.5

For each atom in turn, the Mulliken charge in e is:
1 C -0.9881
2 C -0.3889
3 C 0.6496
4 H 0.2910
5 H 0.3080
6 H 0.2923
7 H 0.2954
8 H 0.2694
9 H 0.2276
10 H 0.3406
11 H 0.3361
12 H 0.3077
13 N -0.0673
14 N -0.9027
15 N -0.5474
16 O -0.4235

---

Entry 2:
DFT (the ωB97M-V functional and the def2-TZVPD basis) results for a 8-piece molecular cluster, C8H32N16O8 overall in a non-equilibrium geometry.

LUMO in eV: -0.15
HOMO-LUMO gap in hartree: 0.34927
SMILES string: NC(N)=O.NC(N)=O.NC(N)=O.NC(N)=O.NC(N)=O.NC(N)=O.NC(N)=O.NC(N)=O
HOMO level in eV: -9.7

CARTESIAN COORDINATES (ANGSTROEM)
C 22.2012 -10.4153 -15.6676
O 22.3423 -11.1953 -16.6124
N 21.0921 -9.6286 -15.5313
N 23.1477 -10.2593 -14.7270
H 21.1678 -9.0051 -14.7477
H 20.4854 -9.5482 -16.3218
H 23.0063 -9.4692 -14.1175
H 24.0052 -10.7669 -14.6363
C 24.0508 -7.0653 -15.1251
O 23.9348 -6.3530 -14.1350
N 23.0916 -7.1229 -16.1283
N 25.1560 -7.7328 -15.5153
H 23.4838 -7.6073 -16.9144
H 22.3512 -6.4469 -16.1867
H 25.0525 -8.4605 -16.2001
H 25.9537 -7.7441 -14.9033
C 19.5076 -10.1767 -20.0356
O 18.4882 -10.6872 -20.5330
N 19.8671 -10.2946 -18.7354
N 20.3548 -9.4326 -20.7626
H 20.8379 -10.2451 -18.4648
H 19.2504 -10.7549 -18.0874
H 21.0822 -8.9612 -20.2591
H 20.0552 -9.3530 -21.7221
C 19.8818 -1.8198 -21.2008
O 19.7707 -1.5578 -20.0012
N 19.2052 -1.1975 -22.2036
N 20.9769 -2.4951 -21.6496
H 19.6108 -1.1751 -23.1186
H 18.3202 -0.7426 -22.0460
H 21.5599 -2.9512 -20.9704
H 21.0758 -2.5736 -22.6438
C 16.8909 -7.1119 -21.0264
O 16.1024 -6.1697 -21.0038
N 18.1262 -7.0620 -21.5746
N 16.7071 -8.2946 -20.3747
H 18.7799 -7.7358 -21.2175
H 18.5093 -6.2997 -22.1021
H 17.4072 -9.0240 -20.4812
H 15.8043 -8.7167 -20.2374
C 19.8789 -5.4265 -18.5206
O 21.0394 -4.9947 -18.5660
N 18.7904 -4.8085 -18.9938
N 19.6455 -6.6491 -17.9463
H 18.0663 -5.4863 -19.1672
H 18.8902 -3.8859 -19.3983
H 18.7205 -7.0393 -18.0178
H 20.4263 -7.2362 -17.7235
C 15.7799 -1.9122 -21.0611
O 16.5360 -1.0334 -20.6862
N 15.8155 -3.2216 -20.6482
N 14.7341 -1.7083 -21.9191
H 15.7182 -3.8850 -21.4014
H 16.5596 -3.4057 -19.9948
H 14.6326 -0.7850 -22.3020
H 14.0431 -2.4114 -22.0928
C 24.0539 -5.5764 -20.2102
O 25.1395 -5.7891 -20.7356
N 22.9382 -5.2643 -20.9759
N 23.7786 -5.6629 -18.9006
H 22.0705 -5.0772 -20.4978
H 23.1828 -4.8952 -21.8769
H 22.8102 -5.5446 -18.6382
H 24.4441 -5.9827 -18.2231

Atoms 1-6, force components in eV/Å:
0.2 -1.3 -2.0
-0.3 0.4 0.1
1.0 -0.5 0.9
-0.3 1.2 1.3
-1.0 0.6 -0.4
-0.2 0.3 0.2

For each atom in turn, the Mulliken charge in e is:
1 C 0.7426
2 O -0.6740
3 N -0.3074
4 N -0.3909
5 H 0.2124
6 H 0.1174
7 H 0.1278
8 H 0.2222
9 C 0.4310
10 O -0.6502
11 N -0.1162
12 N -0.3479
13 H 0.1418
14 H 0.0902
15 H 0.1984
16 H 0.2291
17 C 0.5283
18 O -0.7297
19 N -0.2769
20 N -0.4266
21 H 0.1305
22 H 0.2030
23 H 0.1384
24 H 0.3080
25 C 0.6610
26 O -0.6218
27 N -0.3431
28 N -0.3597
29 H 0.1310
30 H 0.2586
31 H 0.2105
32 H 0.1371
33 C 0.4700
34 O -0.6477
35 N -0.2121
36 N -0.2374
37 H 0.1191
38 H 0.1817
39 H 0.1353
40 H 0.2343
41 C 0.7093
42 O -0.8232
43 N -0.2247
44 N -0.2598
45 H 0.0043
46 H 0.1516
47 H 0.2128
48 H 0.0489
49 C 0.5402
50 O -0.6588
51 N -0.3865
52 N -0.3774
53 H 0.2647
54 H 0.2333
55 H 0.2307
56 H 0.1832
57 C 0.4842
58 O -0.6845
59 N -0.3442
60 N -0.2275
61 H 0.2183
62 H 0.2102
63 H 0.3821
64 H 0.0950

---

Entry 3:
DFT (the ωB97M-V functional and the def2-TZVPD basis) results for an isolated ion of composition C8H9FNO2 and charge +1 in a non-equilibrium geometry.

LUMO (spin up / spin down) in eV: -4.85 / -4.85
HOMO-LUMO gap (spin up / spin down) in hartree: 0.28703 / 0.28701
Net charge: +1
SMILES string: C/C(O)=[N+](\O)c1ccc(F)cc1
HOMO level (spin up / spin down) in eV: -12.7 / -12.7

CARTESIAN COORDINATES (ANGSTROEM)
C -1.5593 -0.7165 1.1375
C 0.5102 -0.3461 2.3656
C -2.0931 -1.2933 2.2656
C -0.0177 -0.9922 3.5248
C -0.2325 -0.2949 1.1174
C -1.2922 -1.4943 3.3816
C 0.1811 0.0024 -1.4470
C 0.9244 0.6211 -2.5260
N 0.4421 0.3227 0.0530
O -0.6124 -0.9829 -1.5822
O 0.9382 1.5960 0.2241
F -1.8867 -2.1448 4.3827
H -2.1028 -0.4562 0.2089
H 1.5236 -0.0216 2.5316
H -3.0992 -1.5957 2.3431
H 0.7517 -1.1504 4.3245
H 0.6123 0.0037 -3.4167
H 2.0523 0.7289 -2.3012
H 0.6410 1.6071 -2.6826
H -0.5037 -1.5287 -2.3337
H 0.2928 1.9992 0.8861

Atoms 1-6, force components in eV/Å:
0.2 1.0 -1.6
-1.3 -1.3 0.0
1.1 0.2 -0.1
1.7 0.6 -1.8
1.2 0.0 3.7
-0.6 0.0 0.6

For each atom in turn, the Mulliken charge in e is:
1 C -0.1097
2 C 0.0603
3 C -0.6485
4 C -0.6341
5 C -0.2594
6 C 0.4039
7 C 0.5338
8 C -0.9582
9 N 0.2549
10 O -0.3307
11 O -0.3958
12 F -0.2872
13 H 0.3641
14 H 0.4167
15 H 0.4938
16 H 0.3504
17 H 0.3313
18 H 0.3220
19 H 0.3188
20 H 0.3659
21 H 0.4076

---

Molecular weight / g/mol: 103.125, 480.448, 170.163
Energy relative to the best compared isomer or geometry (same formula, charge and spin) / kcal/mol: 98.0, 48.0, 0.0